# 1
24
Properties=species:S:1:pos:R:3:forces:R:3 method="wB97M-V/def2-TZVPD" homo_energy_ev=-7.5 total_energy_ev=-17824.4301 spin_multiplicity=1 e_above_lowest_kcal_mol=60.0
C -1.879634 3.738688 -0.198073 -1.561 0.338 -2.203
C -1.984292 2.391796 -0.126929 -1.366 1.788 -0.905
C -1.752305 0.000605 0.374596 2.633 -0.730 1.807
C -1.225892 1.424545 0.524490 1.322 -4.619 -0.738
C 0.416170 -2.499672 0.305310 0.264 0.355 -1.195
C 1.989443 -1.361074 -1.325154 -1.956 -1.963 1.125
C 1.752051 -0.383392 0.852724 1.126 0.914 0.791
C 0.909588 -1.119110 -0.150837 1.223 -0.376 -0.718
P -0.489680 -0.211105 -1.005326 -0.627 1.937 1.194
H -2.726134 4.186772 -0.853377 1.588 -0.406 1.392
H -1.045836 4.433988 0.007793 -0.503 -0.889 0.420
H -2.864998 1.909337 -0.622426 0.612 0.873 0.289
H -1.561571 -0.795890 1.174670 -0.342 1.522 -0.804
H -2.739368 0.005714 0.070195 -1.972 -0.329 -0.710
H -0.486293 1.556708 1.276754 0.573 0.511 0.223
H -0.583438 -2.643337 -0.139739 0.585 -0.801 -0.093
H 1.200034 -3.264014 0.070079 -1.049 0.353 0.107
H 0.261333 -2.466235 1.341937 -0.186 -0.195 1.628
H 2.187982 -0.448939 -1.794890 0.356 1.352 -0.984
H 1.396910 -2.039654 -1.977242 1.084 0.291 -0.258
H 2.961460 -1.817625 -0.981269 -1.239 0.252 -0.137
H 2.586410 -1.042829 1.100367 0.024 -0.183 0.265
H 2.236443 0.382645 0.239552 -0.038 0.498 0.599
H 1.441617 0.062077 1.836793 -0.551 -0.492 -1.095

# 2
37
Properties=species:S:1:pos:R:3:forces:R:3 method="wB97M-V/def2-TZVPD" homo_energy_ev=-14.9 total_charge=+2 total_energy_ev=-583098.7561 spin_multiplicity=1 e_above_lowest_kcal_mol=7.5
Al 3.105563 0.284831 -3.849706 -0.520 -0.028 0.548
N 0.915462 0.011531 -1.289550 1.314 1.013 -0.950
O 0.548821 0.008137 -2.477696 -0.643 -0.330 -0.037
O 0.147970 -0.020427 -0.338920 -0.215 -0.250 -0.037
O 2.157657 0.126115 -1.108283 0.072 -0.253 0.440
Br -0.779851 -5.408072 -2.353013 0.012 0.345 0.274
C -0.535359 -4.446081 -0.684718 0.731 -0.292 0.356
C 0.009630 -3.064028 -0.928780 -0.538 -0.240 -0.359
Br 1.777739 -3.142485 -1.785217 -0.095 -0.214 0.454
H 0.161232 -5.039375 -0.093555 0.038 -0.040 -0.111
H -1.446741 -4.398415 -0.089419 -0.293 0.053 -0.432
H 0.130390 -2.505843 -0.005364 0.070 0.113 -0.057
H -0.597474 -2.522767 -1.651409 0.007 0.184 0.136
Br -0.763204 1.220400 4.579211 -0.100 1.028 -0.958
C -0.492810 2.649809 3.167025 -0.053 -2.290 -0.166
C -1.109558 2.178099 1.819690 -0.404 0.699 0.983
Br -1.106416 3.774931 0.719517 -0.050 -0.259 -0.155
H 0.578265 2.515591 3.034884 0.200 0.906 0.232
H -0.876259 3.602362 3.502569 0.192 0.022 0.336
H -2.143071 1.901323 2.007630 -0.047 -0.033 -0.369
H -0.553799 1.408910 1.300856 0.046 -0.039 0.127
Br 2.729520 -2.369354 1.274411 0.213 -0.364 -0.199
C 3.469750 -0.633315 1.704435 -0.874 0.947 -0.011
C 2.321314 0.112278 2.389304 0.347 0.544 0.188
Br 2.873731 2.021690 2.507830 -0.044 -0.923 0.052
H 3.673197 -0.148206 0.756124 0.302 -0.206 0.034
H 4.319650 -0.710659 2.374932 0.198 -0.348 -0.281
H 2.160304 -0.278410 3.390840 -0.072 0.306 0.073
H 1.399918 0.107635 1.816622 0.090 -0.045 -0.169
Br -2.533339 3.128492 -4.198589 0.208 -0.436 0.623
C -2.282029 2.194783 -2.486698 -0.371 0.299 0.459
C -3.224273 1.003207 -2.438374 0.956 0.186 -0.326
Br -3.281047 0.079778 -0.720995 0.152 0.310 0.047
H -2.498739 2.927480 -1.707787 -0.134 0.095 -0.081
H -1.248650 1.887076 -2.361402 0.036 0.010 -0.320
H -2.759129 0.272883 -3.099076 -0.686 -0.207 -0.195
H -4.248378 1.270093 -2.677325 -0.046 -0.263 -0.149

# 3
40
Properties=species:S:1:pos:R:3:forces:R:3 method="wB97M-V/def2-TZVPD" homo_energy_ev=0.0 total_charge=-2 total_energy_ev=-455023.4196 spin_multiplicity=1 e_above_lowest_kcal_mol=11.7
Na -19.810834 15.191233 -19.598576 1.003 -1.453 0.963
Na -21.755842 12.758186 -17.643890 1.411 -0.997 -0.817
Na -21.856422 13.621239 -21.548915 0.408 -1.727 0.345
C -20.918790 10.936736 -20.855597 2.013 -0.575 0.557
O -20.187079 9.943167 -20.517614 -1.664 1.105 -0.808
O -21.816111 11.436080 -20.005332 -0.434 0.675 -0.539
O -20.722118 11.564005 -22.016270 -1.203 0.315 0.746
C -18.491749 12.793991 -18.258712 1.012 -1.190 0.094
O -19.454574 13.439018 -17.573898 -0.304 0.211 -0.447
O -18.232536 13.210682 -19.485287 -0.631 0.734 1.171
O -17.846475 11.807841 -17.721235 -1.245 2.106 -0.804
B -22.376593 14.662399 -18.977376 -1.077 2.073 -0.421
H -23.348598 14.021180 -19.091689 -1.087 -0.418 -0.347
H -22.435335 15.785113 -19.469644 -0.279 0.213 -0.160
H -22.133029 14.799641 -17.851459 0.234 0.402 1.293
H -21.518724 14.109135 -19.442773 1.548 -1.313 -0.937
Br -22.206616 18.299762 -16.315538 0.110 -0.189 -0.063
C -21.759880 16.548231 -15.570035 -0.331 -0.407 -0.867
C -21.840988 16.544596 -14.085773 0.958 0.145 0.447
Br -23.568494 17.076242 -13.412598 -0.180 -0.002 0.190
H -20.788786 16.281971 -15.983309 0.245 0.132 0.409
H -22.422494 15.812043 -16.011593 -0.374 0.252 -0.110
H -21.081133 17.205894 -13.674103 -0.265 0.229 0.160
H -21.636891 15.563915 -13.667422 -0.116 -0.209 -0.217
Br -25.895116 17.771991 -20.494266 -0.243 0.029 0.196
C -25.742031 16.380713 -19.141001 1.153 -0.629 -0.211
C -26.991190 15.601896 -18.947793 -1.078 -0.459 0.047
Br -26.697912 14.162505 -17.653024 0.045 0.263 0.073
H -25.309067 16.781401 -18.231606 -0.324 0.407 0.086
H -24.973996 15.715776 -19.526547 0.108 0.001 -0.077
H -27.316238 15.047168 -19.821877 0.254 0.205 -0.298
H -27.856447 16.168646 -18.612826 0.186 0.156 0.228
Br -25.858822 10.536342 -19.882875 0.079 0.087 0.041
C -24.573259 11.296234 -21.140277 0.001 0.521 -0.462
C -25.381920 12.031499 -22.194393 -0.104 -0.406 -0.231
Br -24.171388 12.785495 -23.555396 -0.153 0.054 0.226
H -23.988591 10.478730 -21.547710 -0.040 -0.069 0.000
H -23.851181 11.938734 -20.624579 -0.093 -0.337 0.314
H -26.000391 12.840473 -21.818548 0.280 0.170 0.201
H -26.047716 11.376797 -22.755365 0.175 -0.106 0.031

# 4
32
Properties=species:S:1:pos:R:3:forces:R:3 method="wB97M-V/def2-TZVPD" smiles=BrCCBr.BrCCBr.BrCCBr.BrCCBr homo_energy_ev=-10.3 total_energy_ev=-568895.6329 spin_multiplicity=1 e_above_lowest_kcal_mol=12.8
Br 0.638082 -3.082581 0.314668 0.065 0.330 -0.084
C 0.094622 -1.252564 0.816257 -0.278 -0.264 -0.376
C 1.319919 -0.380827 0.873143 -0.667 0.019 0.326
Br 0.861923 1.474798 1.430189 0.190 -0.791 -0.043
H -0.412685 -1.425928 1.756925 -0.006 0.433 0.098
H -0.591476 -0.913892 0.044551 -0.137 -0.116 0.118
H 1.731478 -0.255163 -0.118875 0.366 -0.140 0.104
H 1.990327 -0.822664 1.600830 0.409 0.479 -0.122
Br -3.279943 1.754808 1.766159 0.627 0.520 -0.567
C -2.119070 3.245408 1.063201 -1.148 0.261 0.469
C -3.045381 4.356488 0.543704 1.068 -0.895 0.650
Br -1.977168 5.988981 0.468401 -0.144 -0.080 -0.251
H -1.446337 2.858002 0.310812 0.000 -0.167 0.046
H -1.606690 3.602010 1.948662 0.242 -0.187 -0.042
H -3.800488 4.525830 1.299462 -0.364 0.155 -0.352
H -3.395211 4.080544 -0.442484 -0.370 0.383 -0.017
Br 6.624641 -4.797148 1.368134 -0.113 0.068 0.131
C 6.052040 -2.973391 1.593548 -0.975 1.236 -0.504
C 5.488553 -2.428262 0.278805 1.010 -0.649 -0.659
Br 4.766905 -0.630756 0.506230 0.294 -0.403 -0.036
H 6.898494 -2.358727 1.881470 0.137 -0.201 0.125
H 5.254709 -2.833718 2.323437 0.279 -0.682 0.337
H 4.760344 -3.075504 -0.205073 -0.440 0.153 0.506
H 6.301917 -2.398899 -0.450865 -0.068 0.480 0.084
Br -2.965015 -2.469238 -2.684630 -0.204 0.573 -0.175
C -3.174882 -0.507491 -2.504265 -1.044 -0.400 0.008
C -4.620840 -0.050119 -2.720387 0.549 -0.371 -0.247
Br -4.631896 1.894135 -2.424712 -0.171 -0.454 -0.062
H -2.613120 -0.018176 -3.289825 0.626 -0.162 0.293
H -2.848765 -0.342173 -1.487144 0.238 0.443 -0.070
H -5.370789 -0.530164 -2.101605 0.142 0.179 0.330
H -4.884202 -0.233616 -3.758731 -0.110 0.249 -0.018

# 5
32
Properties=species:S:1:pos:R:3:forces:R:3 method="wB97M-V/def2-TZVPD" homo_energy_ev=-8.7 total_energy_ev=-568886.5927 spin_multiplicity=1 e_above_lowest_kcal_mol=221.2
Br 3.863770 3.663676 2.040955 0.142 -0.263 -0.280
C 3.260663 2.133002 0.991995 -0.054 -2.919 2.035
C 2.506642 1.237715 2.068896 1.789 1.012 -0.363
Br 2.075066 -0.524945 1.306747 8.092 2.535 4.955
H 4.127372 1.617950 0.577701 0.282 -0.093 0.622
H 2.674350 2.360721 0.101785 0.493 -0.883 1.477
H 1.581692 1.670620 2.449872 0.171 -0.052 -0.291
H 3.155363 1.187301 2.943376 0.021 -0.670 -0.145
Br 2.090795 3.998524 -0.540053 -3.357 2.710 -2.383
C 0.165206 3.469662 -0.048466 -0.018 0.075 -0.104
C -0.131976 2.000639 0.402251 -0.197 2.747 0.001
Br -2.108440 2.070807 0.753876 1.036 1.641 -0.153
H -0.473188 3.676573 -0.907388 0.545 -0.078 -0.291
H -0.085458 4.268204 0.649806 0.129 -0.552 0.393
H 0.375391 1.721357 1.325659 -0.626 -0.001 -0.462
H 0.108097 1.311496 -0.407397 -0.487 1.921 0.564
Br -5.003485 -2.205961 -1.871716 0.179 -0.129 0.537
C -3.439180 -2.496196 -0.671348 -0.724 -0.475 -1.929
C -2.578074 -3.584754 -1.237810 -0.003 -1.360 0.148
Br -1.806438 -3.072282 -2.981264 -1.752 -1.183 -0.688
H -3.799914 -2.648043 0.345957 -0.064 -0.285 -0.248
H -2.829326 -1.593092 -0.695206 -2.139 -1.063 -1.489
H -3.083543 -4.548484 -1.299602 -0.445 0.205 -0.840
H -1.705714 -3.921342 -0.677628 -0.165 1.003 0.367
Br -1.832404 -0.858059 0.596172 4.321 0.315 2.343
C 0.044295 -0.826625 -0.135932 -2.438 -2.774 -3.114
C 0.336414 -1.914600 -1.223304 0.301 0.775 2.186
Br 0.623343 -3.761728 -0.359192 0.133 1.247 -0.424
H 0.823227 -0.895664 0.623412 -5.937 -1.284 -2.151
H 0.153025 0.170857 -0.561746 -0.057 -2.201 -0.434
H 1.353694 -1.742678 -1.575001 -0.222 0.150 -0.344
H -0.441264 -1.964648 -1.985410 1.054 -0.069 0.506

# 6
34
Properties=species:S:1:pos:R:3:forces:R:3 method="wB97M-V/def2-TZVPD" smiles=ClCCCl.ClCCCl.ClCCCl.ClCCl.ClCCl homo_energy_ev=-10.5 total_energy_ev=-133779.9067 spin_multiplicity=1
Cl -2.391445 -1.983521 1.119055 0.469 -1.006 -0.837
C -1.787964 -3.256884 -0.067747 -0.389 0.158 -0.708
C -1.931840 -4.678840 0.430720 -0.687 0.350 -0.450
Cl -0.775270 -5.030132 1.679549 0.499 -0.341 0.745
H -0.788038 -3.013601 -0.427011 0.230 0.047 0.827
H -2.355102 -3.186230 -0.995889 -0.612 0.309 0.272
H -1.809044 -5.397811 -0.379281 0.404 0.239 -0.184
H -2.947517 -4.874405 0.774594 0.082 0.244 0.365
Cl 0.563622 2.607259 -3.204703 -0.004 0.219 0.031
C -1.123622 2.674110 -2.574997 0.806 -0.826 -0.195
C -1.738302 1.275678 -2.770400 -1.253 0.449 -0.139
Cl -1.119610 -0.073682 -1.778529 0.302 0.445 0.087
H -1.619522 3.464222 -3.138821 -0.252 -0.418 -0.138
H -1.030168 3.031899 -1.549635 -0.221 -0.450 0.050
H -1.730204 0.924487 -3.802239 0.587 0.335 -0.011
H -2.805880 1.293711 -2.551155 -0.010 0.298 0.314
Cl 2.001217 -2.822928 -0.849920 -0.427 -0.983 1.269
C 1.983587 -1.836716 -2.269117 0.664 0.172 -1.017
C 2.353613 -0.407140 -1.889277 0.408 -0.004 -0.535
Cl 4.138376 -0.184358 -1.471229 -1.166 -0.300 -0.271
H 1.045586 -1.923150 -2.817556 -0.429 0.469 0.593
H 2.639832 -2.379050 -2.949796 0.611 0.733 -0.051
H 1.779423 -0.088698 -1.019215 0.191 -0.079 -0.106
H 2.135577 0.271133 -2.714207 0.183 -0.044 0.080
Cl -0.671772 2.198848 3.166387 -0.266 1.531 1.206
C -0.561705 1.216679 1.773820 -0.274 -1.399 -0.033
Cl 1.128625 0.839658 1.445341 0.197 -0.018 -0.465
H -1.031523 0.295199 2.117667 0.018 -0.063 -0.816
H -1.074045 1.662779 0.921408 0.314 -0.112 0.085
Cl 0.551962 4.849578 4.956010 -0.219 -0.025 0.105
C 1.881728 3.723197 5.252249 0.195 0.226 -0.299
Cl 3.370617 4.358515 4.545280 0.377 0.100 0.023
H 2.020632 3.653121 6.331089 -0.085 -0.308 -0.315
H 1.698173 2.797071 4.707553 -0.245 0.053 0.517

# 7
40
Properties=species:S:1:pos:R:3:forces:R:3 method="wB97M-V/def2-TZVPD" smiles=CO[C@@H](CN)P(C)O.ClC(Cl)Cl.ClC(Cl)Cl.ClC(Cl)Cl.ClC(Cl)Cl homo_energy_ev=-8.2 total_energy_ev=-173697.5354 spin_multiplicity=1
C 1.330292 0.606640 0.987957 -0.018 -0.129 -0.488
O 1.074865 -0.400545 0.019829 0.038 0.188 0.401
C 1.305117 -1.734199 0.403013 -0.042 -0.460 -0.332
C 0.030527 -2.608853 0.228328 0.158 0.548 -0.177
N -0.846248 -2.070156 -0.800864 -0.075 -0.125 -0.159
P 2.576441 -2.430676 -0.773620 -0.116 -0.293 -0.554
C 3.521372 -3.568505 0.315195 -0.279 0.667 0.065
O 3.709101 -1.228956 -0.867375 -0.027 0.373 -0.164
H 0.401550 1.121574 1.186724 -0.168 0.034 0.040
H 1.723731 0.233697 1.931325 0.037 -0.234 0.059
H 2.052242 1.313497 0.578054 0.083 0.097 0.000
H 1.643217 -1.813545 1.438127 0.105 0.178 0.129
H 0.364275 -3.587999 -0.113547 -0.048 -0.298 0.222
H -0.476276 -2.711611 1.186166 -0.040 -0.159 0.171
H -1.624893 -1.559130 -0.409941 0.086 0.060 -0.006
H -1.222018 -2.803051 -1.385271 -0.020 0.013 0.023
H 3.043669 -4.539737 0.352081 0.011 -0.221 0.006
H 3.624044 -3.160487 1.319126 0.055 -0.045 0.143
H 4.505994 -3.631014 -0.133397 0.160 -0.275 -0.065
H 3.556639 -0.743814 -1.694163 0.130 -0.144 0.414
Cl -1.756542 2.781800 -2.380511 0.021 0.000 0.026
C -0.123769 2.801527 -1.716008 -0.017 -0.036 -0.033
Cl 1.075731 2.966677 -2.998450 0.004 -0.015 0.030
Cl 0.042140 4.106449 -0.532202 0.069 -0.037 -0.143
H 0.049684 1.857974 -1.211507 0.004 -0.015 -0.010
Cl -1.139021 1.141538 4.315437 0.030 -0.010 0.010
C -0.431287 2.756799 4.216178 -0.058 0.014 -0.042
Cl 0.072794 3.109502 2.563556 -0.107 0.345 0.358
Cl -1.564445 3.974297 4.802251 0.027 -0.013 -0.002
H 0.444546 2.778811 4.849906 0.011 -0.003 0.018
Cl -3.942521 6.162309 -1.996016 0.017 0.006 -0.001
C -2.689067 6.930471 -1.021187 -0.035 -0.033 0.016
Cl -2.976569 8.666293 -0.883965 0.021 -0.009 -0.008
Cl -2.585956 6.181536 0.570940 -0.044 0.036 0.051
H -1.740220 6.784731 -1.520196 0.014 -0.017 -0.011
Cl -2.300811 -4.394948 -3.416885 -0.013 -0.017 -0.008
C -2.657674 -5.608831 -2.187926 0.039 0.071 0.045
Cl -1.167261 -6.238752 -1.484237 -0.005 -0.005 -0.004
Cl -3.706402 -4.941727 -0.935375 -0.005 -0.015 -0.014
H -3.179527 -6.427672 -2.663303 -0.005 -0.019 -0.007

# 8
32
Properties=species:S:1:pos:R:3:forces:R:3 method="wB97M-V/def2-TZVPD" smiles=ClCCCl.ClCCCl.ClCCCl.ClCCCl homo_energy_ev=-10.9 total_energy_ev=-108735.2327 spin_multiplicity=1 e_above_lowest_kcal_mol=19.2
Cl -2.924088 2.532092 -4.479428 0.395 0.198 0.499
C -2.223998 3.880622 -3.512038 0.613 0.691 -0.273
C -3.271378 4.970622 -3.434898 0.292 0.101 0.535
Cl -2.604098 6.450732 -2.658338 0.202 -0.123 -0.049
H -1.355218 4.295322 -4.023248 -0.103 -0.259 -0.442
H -1.806598 3.584502 -2.549648 -0.640 -0.431 0.086
H -4.079358 4.677652 -2.764498 -0.250 -0.013 -0.631
H -3.534198 5.265262 -4.450868 -0.480 -0.156 0.320
Cl -1.404798 0.884772 1.385832 0.498 -0.208 -0.536
C 0.180262 0.675252 0.559982 0.495 0.426 -0.164
C 0.469472 1.646832 -0.567898 -1.267 0.699 0.392
Cl 0.340832 3.374362 -0.094878 0.492 0.074 0.306
H 0.268322 -0.283588 0.049132 -0.335 -0.318 0.503
H 0.950722 0.761652 1.326152 -0.126 -0.114 -0.015
H -0.353308 1.635782 -1.282738 0.489 -0.732 -0.385
H 1.461012 1.434112 -0.967528 -0.211 0.131 -0.157
Cl -2.363848 -5.614238 1.037302 0.479 0.304 0.058
C -1.339588 -4.377588 0.231442 -0.117 1.163 0.124
C -0.706318 -3.330648 1.191992 -1.274 -0.835 0.704
Cl 0.598312 -4.154478 2.036432 1.211 -0.032 0.201
H -2.019398 -3.889588 -0.466998 0.208 0.039 -0.045
H -0.529878 -4.876348 -0.301188 -0.242 -0.062 0.010
H -1.323528 -3.068698 2.051382 -0.705 -0.087 -0.488
H -0.436498 -2.361238 0.773022 0.452 -0.466 -0.533
Cl 3.210272 -1.430728 0.577342 -0.047 0.074 -0.216
C 2.973302 -1.295448 2.342962 0.130 0.825 -0.297
C 3.882622 -2.259378 3.077652 -1.332 -0.646 0.118
Cl 5.597162 -1.894548 3.055542 0.289 0.451 0.003
H 1.901782 -1.397318 2.514932 0.160 -0.841 0.213
H 3.134132 -0.247998 2.598082 0.567 -0.064 0.057
H 3.794312 -3.255628 2.644322 -0.164 0.104 -0.033
H 3.513562 -2.332108 4.100682 0.322 0.109 0.136